# 1
Density functional theory data (wB97M-V/def2-TZVPD) for a 2-piece molecular cluster, C4H7NO overall.

Element x y z (Å)
C1 -1.094 -1.480 -1.143
C2 -0.318 -0.851 0.160
O1 -0.361 -1.334 1.265
C3 -0.013 0.215 -0.619
C4 0.766 1.962 1.024
N1 1.757 1.160 1.043
H1 -0.695 -2.494 -1.223
H2 -1.014 -0.993 -2.122
H3 -2.149 -1.483 -0.863
H4 0.846 0.172 -1.282
H5 -0.100 1.899 1.694
H6 0.767 2.785 0.306
H7 1.609 0.443 1.759

Cartesian forces, eV/Å:
-0.2 -0.2 -0.1
0.1 0.2 0.2
-0.1 0.1 -0.5
0.0 -0.1 0.1
0.2 -0.1 -0.1
-0.4 0.1 0.1
0.0 0.2 0.1
0.1 0.0 0.2
0.2 0.0 0.0
-0.1 -0.1 0.0
0.2 0.0 -0.1
0.0 -0.1 0.1
0.0 0.0 -0.1

For the energy, the calculation gives -7794.4986 eV. The energy relative to the best compared isomer or geometry (same formula, charge and spin) is 118.7 kcal/mol.

Mulliken population analysis, charges in e, atoms 1 to 8: -0.88, 0.86, -0.59, -0.63, -0.25, -0.57, 0.31, 0.30

***

# 2
Density functional theory data (wB97M-V/def2-TZVPD) for a single C4H8S molecule.

Element x y z (Å)
C1 0.143 -0.178 -1.187
C2 0.239 0.488 0.253
C3 -0.152 -0.537 1.377
C4 -1.271 0.294 0.804
H1 2.269 1.114 -1.856
H2 -0.527 0.199 -2.131
H3 -0.008 -1.251 -1.066
H4 0.601 1.540 0.375
H5 0.306 -1.635 1.220
H6 0.203 -0.416 2.431
H7 -2.017 -0.362 0.257
H8 -1.686 1.009 1.399
S1 1.901 -0.265 -1.877

Cartesian forces, eV/Å:
1.8 1.2 -1.3
-4.3 -0.8 -0.9
3.4 -0.8 0.7
1.5 -4.0 -1.8
-0.7 -1.7 0.0
1.3 -0.4 3.0
-0.5 0.2 0.1
0.0 -1.4 -0.1
-2.1 2.2 -0.6
-0.5 0.9 -0.9
1.0 1.4 0.1
-0.9 1.8 1.6
0.1 1.6 0.0

The SMILES is SCC1CC1. For the energy, the calculation gives -15110.0682 eV. The energy relative to the best compared isomer or geometry (same formula, charge and spin) is 53.4 kcal/mol.

Mulliken population analysis, charges in e, atoms 1 to 8: -0.72, 0.07, -0.49, -0.61, 0.11, 0.30, 0.31, 0.36

***

# 3
Density functional theory data (wB97M-V/def2-TZVPD) for a 2-piece molecular cluster, C4H14NO overall.

Element x y z (Å)
C1 -0.949 0.165 0.407
C2 -0.181 -0.929 -0.352
C3 -1.132 -2.069 -0.690
C4 0.515 -0.409 -1.651
N1 -0.178 1.467 0.445
H1 -1.927 0.280 -0.063
H2 -1.101 -0.146 1.433
H3 0.621 -1.276 0.310
H4 -1.831 -1.791 -1.478
H5 -0.578 -2.959 -0.966
H6 -1.666 -2.364 0.218
H7 0.636 -1.282 -2.286
H8 1.459 0.062 -1.401
H9 -0.150 0.290 -2.167
H10 0.491 1.437 -0.325
H11 -0.800 2.245 0.511
H12 0.480 1.361 1.262
H13 2.630 1.461 1.945
H14 1.889 2.676 2.592
O1 1.770 1.780 2.256

Cartesian forces, eV/Å:
-0.2 -0.7 -0.5
0.6 0.5 -0.5
0.1 -0.1 1.0
-1.2 -0.3 1.0
0.8 -2.7 0.6
0.1 0.5 0.0
-0.1 0.1 0.2
-0.2 -0.2 0.0
0.0 0.0 0.0
0.1 0.0 -0.4
-0.3 0.1 -0.2
0.5 0.2 -0.2
0.4 0.0 -0.4
0.1 0.0 -0.2
-0.6 0.8 -0.5
0.0 0.9 -0.1
-0.4 1.1 0.0
-0.1 0.2 0.3
0.2 0.0 0.1
0.2 -0.3 -0.1

For the energy, the calculation gives -7906.4740 eV. The energy relative to the best compared isomer or geometry (same formula, charge and spin) is 11.1 kcal/mol. As for the charge: +1.

Mulliken population analysis, charges in e, atoms 1 to 8: -0.91, 0.82, -1.61, -1.63, -0.14, 0.43, 0.37, 0.20

***

# 4
Density functional theory data (wB97M-V/def2-TZVPD) for a 8-piece molecular cluster, C29H67NO18S4 overall.

Element x y z (Å)
C1 0.137 -4.887 3.038
O1 -0.581 -3.718 2.895
C2 -0.724 -2.975 4.086
C3 -1.462 -1.664 3.807
O2 -1.284 -0.985 5.002
C4 -1.670 0.401 4.922
H1 -0.304 -5.515 3.748
H2 1.119 -4.624 3.453
H3 0.354 -5.407 2.133
H4 0.305 -2.795 4.392
H5 -1.271 -3.640 4.763
H6 -2.530 -1.787 3.537
H7 -1.040 -1.213 2.894
H8 -2.749 0.462 4.637
H9 -0.971 0.911 4.182
H10 -1.529 0.918 5.862
C5 1.630 -0.042 2.552
O3 2.525 -0.912 1.923
C6 2.103 -2.273 2.048
C7 2.968 -3.197 1.337
O4 3.001 -2.772 -0.038
C8 3.762 -3.627 -0.901
H11 1.366 -0.247 3.607
H12 0.653 -0.018 1.984
H13 1.980 0.995 2.517
H14 1.129 -2.446 1.626
H15 2.152 -2.503 3.109
H16 2.637 -4.200 1.338
H17 4.014 -3.265 1.750
H18 3.403 -3.412 -1.893
H19 3.638 -4.689 -0.634
H20 4.844 -3.332 -0.792
C9 -1.460 -5.447 -1.066
O5 -1.770 -6.769 -0.594
C10 -3.075 -7.172 -0.846
C11 -4.019 -6.391 0.129
O6 -3.987 -6.967 1.427
C12 -2.968 -6.453 2.311
H21 -0.418 -5.258 -0.759
H22 -2.074 -4.715 -0.550
H23 -1.604 -5.464 -2.142
H24 -3.195 -8.284 -0.699
H25 -3.414 -6.936 -1.912
H26 -5.076 -6.310 -0.158
H27 -3.680 -5.384 0.273
H28 -3.391 -6.521 3.306
H29 -2.762 -5.418 2.124
H30 -2.055 -7.045 2.168
O7 -3.446 4.216 3.238
S1 -2.514 4.359 4.357
O8 -2.565 3.531 5.527
O9 -0.981 4.262 3.829
C13 -0.823 4.289 2.358
C14 0.589 4.437 2.098
C15 -2.544 6.156 4.820
H31 -1.462 5.038 1.969
H32 -1.126 3.317 1.988
H33 1.107 3.577 2.455
H34 1.005 5.258 2.747
H35 0.703 4.672 1.048
H36 -1.725 6.350 5.483
H37 -3.471 6.411 5.279
H38 -2.446 6.670 3.860
O10 3.103 0.411 -2.509
S2 4.480 0.378 -2.006
O11 5.367 -0.693 -2.294
O12 5.146 1.666 -2.490
C16 6.554 1.592 -2.877
C17 6.742 1.217 -4.339
C18 4.307 0.572 -0.252
H39 7.065 0.832 -2.232
H40 6.947 2.606 -2.692
H41 7.753 1.368 -4.615
H42 6.232 1.921 -4.984
H43 6.456 0.196 -4.552
H44 3.634 1.460 -0.048
H45 5.252 0.667 0.279
H46 3.802 -0.346 0.056
O13 -5.880 3.178 -1.885
S3 -4.595 3.634 -1.361
O14 -3.986 3.044 -0.205
O15 -3.374 3.554 -2.467
C19 -3.718 2.528 -3.575
C20 -3.631 1.110 -3.034
C21 -4.640 5.394 -1.142
H47 -3.053 2.814 -4.397
H48 -4.701 2.807 -3.950
H49 -2.684 1.082 -2.520
H50 -3.572 0.339 -3.815
H51 -4.395 0.731 -2.380
H52 -3.618 5.714 -0.906
H53 -5.303 5.618 -0.349
H54 -4.993 5.911 -2.011
O16 0.688 2.659 -2.950
S4 0.397 2.330 -4.329
O17 -0.853 2.762 -4.874
O18 1.540 2.974 -5.190
C22 2.809 3.258 -4.561
C23 2.850 4.511 -3.877
C24 0.663 0.567 -4.549
H55 3.507 3.094 -5.384
H56 3.030 2.396 -3.931
H57 2.366 4.511 -2.919
H58 2.402 5.273 -4.569
H59 3.870 4.733 -3.646
H60 1.682 0.289 -4.230
H61 0.537 0.224 -5.552
H62 -0.129 0.107 -3.896
N1 -0.980 -1.604 -0.285
C25 -1.928 -0.832 0.361
C26 -1.771 0.547 0.353
C27 -0.662 1.139 -0.298
C28 0.281 0.316 -0.852
C29 0.077 -1.068 -0.843
H63 -2.759 -1.344 0.822
H64 -2.579 1.124 0.754
H65 -0.649 2.232 -0.389
H66 1.183 0.722 -1.348
H67 0.772 -1.780 -1.212

Cartesian forces, eV/Å:
1.7 1.2 0.7
-1.2 0.6 -1.8
-0.2 -1.0 -1.1
0.2 -1.1 -0.5
-0.2 1.8 0.6
0.3 -0.3 -1.2
-0.9 -1.4 1.1
0.3 -0.1 0.1
-0.5 -0.1 -0.9
-0.1 0.4 0.8
0.1 0.5 0.6
0.2 -0.3 0.4
0.3 0.3 0.5
0.8 0.2 0.0
-1.1 -0.4 0.5
0.0 -0.3 0.4
-1.9 0.7 -0.5
0.3 -0.5 0.1
-0.2 1.0 0.8
3.1 0.4 -1.8
0.0 -0.5 0.1
0.7 0.8 1.3
0.4 -0.4 -0.3
0.7 -0.1 0.5
0.4 -0.3 -0.1
-0.9 0.4 0.2
-0.4 -0.3 0.3
-0.9 -1.2 0.4
-0.6 0.4 -0.3
0.1 -0.1 -0.4
0.0 0.2 -0.2
-0.8 -0.5 -0.3
0.3 -1.1 0.8
1.0 -0.1 0.0
-2.2 0.6 -0.5
0.1 -1.1 0.4
0.1 0.1 0.5
-0.7 -1.1 -0.8
-0.4 -0.1 -0.4
-0.1 0.3 -0.3
0.1 0.5 -0.2
0.3 1.2 0.0
0.6 -0.2 1.0
0.3 -0.5 -0.3
0.3 0.8 -0.5
0.2 -0.3 0.3
0.2 0.7 -0.3
-0.1 0.2 0.4
1.4 -0.1 1.6
-0.3 1.3 -0.7
-0.2 0.3 -0.5
-1.3 -0.1 -0.3
-1.1 -1.4 1.4
1.6 2.1 0.9
0.4 -1.5 -1.1
-0.5 0.8 -0.5
-0.5 -0.1 -0.1
0.6 -0.9 -0.3
-0.3 -0.4 -0.9
0.6 -0.2 -0.2
0.4 0.1 0.2
-0.8 -0.1 0.3
0.1 0.0 0.3
2.0 -0.3 0.2
-3.2 -0.6 1.1
0.1 -1.0 -0.2
1.1 1.6 -0.8
0.9 -0.2 0.2
-0.8 0.4 0.4
-0.8 0.7 0.0
-0.4 0.9 -0.4
-0.2 -0.5 0.1
1.3 -0.1 0.0
-0.6 0.0 -0.1
-0.2 -0.1 0.0
0.8 -1.1 -0.3
0.1 0.0 -0.3
-0.1 0.1 0.1
1.8 0.5 0.6
0.8 -0.1 -1.1
-0.8 0.0 0.3
-2.3 -1.3 -0.9
-0.5 1.2 0.3
1.1 0.0 -0.9
1.0 -0.2 -0.3
0.4 -0.5 0.7
-0.2 -0.1 0.3
0.4 -0.3 0.4
0.1 0.5 -0.3
-0.6 0.6 0.4
-0.3 -0.1 0.0
-0.6 0.0 1.0
-0.1 -0.1 -0.7
-0.4 -0.5 -0.6
0.4 0.1 1.3
0.3 -0.5 -0.4
-0.6 0.3 -0.8
0.4 -3.7 -0.9
-0.4 2.5 -0.2
-0.6 0.0 1.3
0.1 0.8 -0.1
0.0 0.1 0.4
-0.7 -0.1 0.2
0.5 -0.2 0.9
0.8 0.5 -0.2
-0.6 0.4 0.3
-0.4 0.2 -0.8
0.9 0.3 -0.5
-2.0 -0.6 1.4
2.6 0.2 -1.7
-0.2 -0.5 -0.3
-1.3 0.1 0.5
1.4 0.3 -0.9
-0.7 1.0 0.9
0.0 0.0 0.0
-0.1 0.6 0.2
0.3 -0.5 0.0
-0.7 -0.2 0.4
0.8 -0.2 -0.6

The SMILES is CCOS(C)(=O)=O.CCOS(C)(=O)=O.CCOS(C)(=O)=O.CCOS(C)(=O)=O.c1ccncc1.COCCOC.COCCOC.COCCOC. For the energy, the calculation gives -112838.2497 eV.

Mulliken population analysis, charges in e, atoms 1 to 8: -1.19, 0.15, -0.92, 0.70, -0.44, -0.52, 0.48, 0.43

***

# 5
Density functional theory data (wB97M-V/def2-TZVPD) for a 2-piece molecular cluster, C5H15NOS overall.

Element x y z (Å)
C1 1.387 -2.159 1.796
N1 0.894 -1.386 0.677
C2 1.371 -0.068 0.442
C3 0.854 0.458 -0.918
C4 -0.609 0.633 -1.034
S1 -1.160 2.143 -1.862
C5 1.026 0.903 1.601
H1 2.463 -1.985 1.908
H2 1.078 -3.199 1.646
H3 1.020 -1.798 2.790
H4 -0.123 -1.518 0.744
H5 2.506 -0.076 0.381
H6 1.355 -0.102 -1.711
H7 1.366 1.447 -0.939
H8 -1.102 0.579 -0.052
H9 -1.069 -0.214 -1.504
H10 -0.645 2.933 -0.961
H11 -0.033 1.105 1.558
H12 1.578 1.819 1.530
H13 1.410 0.399 2.484
H14 -2.870 -2.027 0.080
H15 -2.330 -2.983 1.163
O1 -2.078 -2.264 0.566

Cartesian forces, eV/Å:
0.4 0.9 1.1
-1.0 -1.4 -0.4
0.4 0.6 0.7
3.2 1.4 0.7
-1.6 -0.8 0.2
-0.1 -1.5 -0.4
0.9 -0.9 -1.0
0.1 -0.7 -0.4
0.5 0.2 0.2
-0.2 -0.3 -0.5
0.4 0.7 -0.6
-1.2 -0.2 -0.2
-0.7 -0.1 -0.2
-0.3 -0.2 -0.3
0.1 0.7 0.2
-0.3 -0.3 -0.9
0.5 1.0 0.8
-0.4 0.0 0.8
0.2 0.7 -0.2
-0.7 0.2 0.4
-0.2 -0.2 0.0
0.0 0.2 -0.2
0.2 0.0 0.2

As for the spin multiplicity: 2. For the energy, the calculation gives -19791.3783 eV. The energy relative to the best compared isomer or geometry (same formula, charge and spin) is 28.4 kcal/mol. The expectation value of S² is 0.753. As for the charge: +1.

Mulliken population analysis, charges in e, atoms 1 to 8: -1.00, -0.15, -0.03, -0.64, -0.66, 0.25, -1.26, 0.38

***

# 6
Density functional theory data (wB97M-V/def2-TZVPD) for a 2-piece molecular cluster, C4H6FN2 overall.

Element x y z (Å)
C1 0.330 0.719 -2.541
C2 1.020 0.182 -0.623
C3 0.488 -0.535 1.540
C4 -1.222 0.205 -0.010
N1 0.160 0.860 -3.651
N2 0.136 -0.028 0.263
F1 2.255 0.025 -0.448
H1 1.511 -1.065 1.523
H2 -0.457 -1.171 1.913
H3 0.726 0.298 2.342
H4 -1.296 0.281 -1.065
H5 -1.734 0.932 0.651
H6 -1.917 -0.702 0.106

Cartesian forces, eV/Å:
2.7 -1.7 7.1
-1.7 1.2 -4.1
0.8 -1.1 4.5
-4.0 -1.5 0.2
-0.6 0.4 -2.5
1.0 0.3 -0.8
0.0 0.1 -0.4
-2.0 0.2 -0.2
2.6 1.2 -0.7
-1.0 -1.2 -1.8
-0.5 1.3 -0.9
0.9 0.2 -0.7
1.6 0.6 0.4

For the energy, the calculation gives -9930.1263 eV. The energy relative to the best compared isomer or geometry (same formula, charge and spin) is 126.0 kcal/mol. As for the charge: +1.

Mulliken population analysis, charges in e, atoms 1 to 8: 0.02, 0.73, -0.81, -0.90, -0.12, 0.12, -0.10, 0.36

***

# 7
Density functional theory data (wB97M-V/def2-TZVPD) for C7H15N as an isolated structure.

Element x y z (Å)
C1 -0.828 -0.101 -0.240
C2 -0.824 1.233 -1.001
C3 -1.054 -1.249 -1.240
C4 2.044 -0.534 -0.587
C5 1.316 0.933 1.539
N1 0.947 -0.312 0.338
C6 -1.994 -0.114 0.740
C7 -1.228 -0.167 1.792
H1 0.618 -1.152 0.798
H2 -3.047 -0.179 0.499
H3 -1.474 -0.362 2.827
H4 -1.770 1.382 -1.522
H5 -2.012 -1.143 -1.752
H6 -0.745 2.071 -0.310
H7 -0.046 1.289 -1.765
H8 -0.313 -1.244 -2.041
H9 -1.035 -2.208 -0.721
H10 1.896 -1.452 -1.158
H11 2.978 -0.641 -0.034
H12 2.140 0.311 -1.274
H13 1.951 1.523 0.870
H14 1.908 0.494 2.332
H15 0.572 1.623 1.911

Cartesian forces, eV/Å:
-3.0 1.0 -2.6
0.8 -0.2 0.4
1.3 0.1 0.2
0.4 0.1 -0.3
0.6 -1.4 -2.9
-1.7 2.4 2.0
2.3 -0.1 -0.5
0.6 -0.6 2.2
0.4 0.1 0.9
-0.4 0.0 -0.3
-0.8 0.1 0.4
-0.2 -0.3 0.1
-0.2 0.2 0.4
0.2 0.0 0.0
0.2 0.1 0.0
0.2 -0.2 0.0
-0.1 -0.1 -0.1
-0.1 0.1 0.0
0.1 0.0 0.0
0.0 -0.1 0.1
0.3 -0.1 0.2
-0.2 -0.3 0.0
-0.7 -0.8 -0.2

For the energy, the calculation gives -8985.1002 eV. The energy relative to the best compared isomer or geometry (same formula, charge and spin) is 170.4 kcal/mol.

Mulliken population analysis, charges in e, atoms 1 to 8: 1.22, -1.64, -1.80, -0.99, -0.91, -0.41, -0.27, -1.03

***

# 8
Density functional theory data (wB97M-V/def2-TZVPD) for a 2-piece molecular cluster, C5H13N3O overall.

Element x y z (Å)
C1 -0.528 1.407 -0.591
C2 -1.566 0.786 1.662
C3 -1.076 0.305 0.323
N1 -0.492 1.099 -2.006
O1 -1.534 -0.763 -0.161
H1 0.225 0.408 -2.195
H2 -1.379 0.702 -2.297
H3 -1.165 2.287 -0.450
H4 0.479 1.673 -0.263
H5 -1.819 -0.051 2.310
H6 -2.460 1.394 1.502
H7 -0.823 1.424 2.138
C4 1.066 -0.825 1.291
C5 1.505 -1.028 -0.330
N2 0.677 -1.851 -0.966
N3 2.442 -0.256 -0.666
H8 -0.479 -1.666 -0.689
H9 0.938 -2.137 -1.900
H10 2.599 -0.216 -1.672
H11 1.371 0.133 1.702
H12 1.849 -1.528 1.591
H13 0.171 -1.299 1.669

Cartesian forces, eV/Å:
0.5 -0.6 -0.3
0.5 -0.3 0.2
-3.1 -0.5 -1.6
0.0 0.0 0.1
0.7 2.0 1.4
-0.1 0.0 0.0
0.1 0.0 0.0
0.0 -0.1 0.3
0.0 0.1 0.1
0.0 0.0 0.0
0.0 -0.1 -0.1
0.0 0.0 0.1
2.5 -1.9 -2.1
-2.2 2.1 3.5
-3.1 -0.8 0.0
0.9 0.4 -0.5
3.7 -0.6 -1.2
-0.2 0.1 0.0
0.2 -0.4 0.0
-0.3 0.1 -0.2
0.1 0.1 0.7
-0.3 0.3 -0.3

The SMILES is [H]/N=C(/C)N.CC(=O)CN. For the energy, the calculation gives -11911.8274 eV. The energy relative to the best compared isomer or geometry (same formula, charge and spin) is 64.3 kcal/mol.

Mulliken population analysis, charges in e, atoms 1 to 8: -0.74, -1.29, 0.89, -0.64, -0.66, 0.30, 0.27, 0.43